(1)
ORCA calculation (ωB97M-V with the def2-TZVPD basis set) on a structure of composition O4PRb2 at a distorted geometry.

Cartesian coordinates (Å):
Rb: -12.62016 8.58171 -14.09684
Rb: -16.19811 10.98619 -14.61397
P: -10.81517 10.52382 -18.03956
O: -10.09760 10.85858 -16.59784
O: -12.40753 10.50973 -17.94075
O: -10.11369 9.28062 -18.68575
O: -10.71328 11.70560 -18.99695

Results
Energy, Eh: -690.3984
Charge: -1
ΔE to the lowest compared entry with this formula, charge and spin, kJ/mol: 457.3
Multiplicity: 1
Kohn-Sham gap, eV: 2.30
Highest occupied orbital energy, eV: -1.7839

Atom charges from the Mulliken analysis, given in e for atoms 1 to 6:
1 Rb 0.44
2 Rb 0.00
3 P 0.87
4 O -0.64
5 O -0.52
6 O -0.62


(2)
ORCA calculation (ωB97M-V with the def2-TZVPD basis set) on a structure of composition O4PSn at a distorted geometry.

Cartesian coordinates (Å):
Sn: 11.10410 -15.56429 9.81117
P: 9.96731 -17.95596 10.74699
O: 8.70572 -18.90521 10.57033
O: 9.77695 -16.48478 11.38753
O: 10.71452 -17.76779 9.32486
O: 10.87076 -18.60954 11.77218

Results
Energy, Eh: -856.7430
Charge: -1
ΔE to the lowest compared entry with this formula, charge and spin, kJ/mol: 0.0
Multiplicity: 1
Kohn-Sham gap, eV: 4.76
Highest occupied orbital energy, eV: -3.2002

And the Mulliken charges, in e, turn out to be:
1 Sn 0.84
2 P 0.94
3 O -0.78
4 O -0.62
5 O -0.63
6 O -0.75


(3)
ORCA calculation (ωB97M-V with the def2-TZVPD basis set) on a structure of composition O4RbS at a distorted geometry.

Cartesian coordinates (Å):
Rb: 1.00713 -2.45254 -0.26842
S: -0.20718 0.53417 0.05755
O: 0.71178 0.12906 1.15672
O: 0.53035 0.52400 -1.22522
O: -1.23253 -0.57192 -0.01751
O: -0.80955 1.83724 0.29688

Results
Energy, Eh: -723.3128
Charge: -1
ΔE to the lowest compared entry with this formula, charge and spin, kJ/mol: 0.0
Multiplicity: 1
Kohn-Sham gap, eV: 4.68
Highest occupied orbital energy, eV: -3.1588

And the Mulliken charges, in e, turn out to be:
1 Rb 0.93
2 S 1.05
3 O -0.75
4 O -0.72
5 O -0.78
6 O -0.73